1.
{"formula": "C4H5N3O", "method": "ωB97M-V with the def2-TZVPD basis set", "elements": ["C", "C", "C", "O", "N", "N", "C", "N", "H", "H", "H", "H", "H"], "xyz": [[-1.86380, -0.36283, -0.49319], [0.74252, -1.02482, 0.01573], [1.24600, 1.38764, 0.44160], [-0.29724, -1.68313, -0.27766], [0.39627, 0.47951, 0.20815], [1.94804, -1.27281, 0.31621], [-1.09360, 0.75518, -0.08275], [-1.77800, 1.76603, -0.11271], [2.14129, -2.26953, 0.25801], [-2.05942, -0.49165, -1.55024], [-2.55910, -0.80223, 0.21052], [0.89307, 2.41639, 0.48902], [2.28397, 1.10224, 0.57730]], "energy_ha": -394.7678, "lumo_energy_ev": [-0.795, -0.795], "e_homo_ev": [-8.565, -8.566], "gap_ev": [7.8, 7.8], "e_above_lowest_kcal_mol": 125.37}

---

2.
{"formula": "C2H2N2O", "method": "ωB97M-V with the def2-TZVPD basis set", "elements": ["N", "C", "C", "N", "O", "H", "H"], "xyz": [[-2.29765, -0.37443, -0.46218], [-1.14672, -0.07263, -0.90006], [0.24192, 0.15615, -0.55189], [0.58495, -0.12898, 0.76435], [1.22186, 0.32732, -1.36535], [-0.08215, -0.33991, 1.62470], [1.47778, 0.43248, 0.89044]], "energy_ha": -262.0938, "lumo_energy_ev": -0.673, "smiles": "N#CC(N)=O", "e_homo_ev": -10.987, "gap_ev": 10.3, "e_above_lowest_kcal_mol": 43.98}

---

3.
{"formula": "C12H26O10Zn", "method": "ωB97M-V with the def2-TZVPD basis set", "elements": ["Zn", "O", "H", "O", "H", "C", "O", "C", "O", "O", "C", "H", "H", "H", "H", "H", "H", "C", "O", "C", "O", "O", "C", "H", "H", "H", "H", "H", "H", "C", "C", "O", "C", "H", "H", "H", "H", "H", "H", "C", "C", "O", "C", "H", "H", "H", "H", "H", "H"], "xyz": [[-23.44723, 9.57591, 19.29847], [-22.50003, 9.98658, 17.69559], [-21.99084, 9.67556, 16.92195], [-24.57195, 9.17622, 20.74089], [-25.39233, 9.14672, 21.27066], [-26.20040, 6.39342, 19.47956], [-25.49121, 6.18817, 18.26926], [-24.87707, 7.25848, 17.64204], [-24.84551, 8.38864, 18.12964], [-24.39511, 6.86461, 16.55565], [-24.03051, 7.73171, 15.51301], [-25.52939, 6.73298, 20.26857], [-26.75156, 5.51654, 19.81928], [-26.88052, 7.24070, 19.39208], [-23.44848, 7.23055, 14.73959], [-23.38701, 8.50419, 15.93403], [-24.81731, 8.25769, 14.97228], [-20.64188, 6.15549, 17.99698], [-20.93929, 6.10138, 19.33092], [-21.82825, 6.86170, 19.97215], [-22.44376, 7.79347, 19.49128], [-21.94830, 6.44263, 21.21433], [-22.69952, 7.21012, 22.16413], [-19.78396, 5.49520, 17.87004], [-20.36095, 7.15616, 17.66858], [-21.43559, 5.72944, 17.38331], [-22.29146, 6.95081, 23.14104], [-23.74474, 6.99902, 21.93818], [-22.41664, 8.23460, 21.92218], [-24.66496, 12.38070, 16.71450], [-25.41867, 11.63559, 17.81621], [-24.86516, 11.45478, 18.91828], [-26.74912, 10.91931, 17.50242], [-24.04830, 13.19993, 17.08424], [-25.35472, 12.62867, 15.90775], [-23.89553, 11.69267, 16.36424], [-27.57047, 11.25845, 18.13369], [-26.67004, 9.84355, 17.65914], [-27.01848, 11.07282, 16.45745], [-21.84624, 13.00239, 19.49491], [-21.34161, 11.65055, 20.00992], [-21.99839, 10.68569, 20.27000], [-19.85303, 11.65512, 20.57632], [-21.25075, 13.81563, 19.90980], [-22.92062, 13.09170, 19.65564], [-21.73301, 12.99581, 18.41083], [-19.33427, 10.72850, 20.33066], [-19.96008, 11.73394, 21.65819], [-19.48197, 12.63399, 20.27260]], "energy_ha": -3004.5219, "lumo_energy_ev": 0.597, "e_homo_ev": -7.769, "gap_ev": 8.4, "e_above_lowest_kcal_mol": 39.81}

---

4.
{"formula": "C4H12OS", "method": "ωB97M-V with the def2-TZVPD basis set", "elements": ["C", "C", "S", "C", "H", "H", "H", "H", "H", "H", "H", "H", "C", "O", "H", "H", "H", "H"], "xyz": [[0.09269, 0.28966, -1.67702], [0.83485, 0.33347, -0.35226], [1.75613, -1.25728, -0.15425], [2.77493, -0.66461, 1.29140], [-0.80104, 0.86383, -1.86701], [-0.26137, -0.74485, -1.82180], [0.88318, 0.43178, -2.42152], [1.51900, 1.11951, -0.06415], [0.17819, 0.27879, 0.53311], [2.14896, -0.62302, 2.16935], [3.63812, -1.32200, 1.45858], [3.16127, 0.31445, 0.97541], [-3.47497, 0.81706, -0.09773], [-3.27367, 1.56716, 1.07779], [-3.01486, 1.26347, -0.98750], [-2.98388, -0.17116, -0.12862], [-4.53049, 0.65185, -0.18506], [-2.44181, 1.40088, 1.53361]], "energy_ha": -632.9769, "lumo_energy_ev": 0.747, "smiles": "CCSC.CO", "e_homo_ev": -8.608, "gap_ev": 9.4, "e_above_lowest_kcal_mol": 31.47}